The following is a DFT calculation (ωB97M-V with the def2-TZVPD basis set) of 7 unconnected molecules or ions with the total composition C4H22NO7S.

Geometry as ORCA input:
```
! RIJCOSX wB97M-V def2-TZVPD def2/J DEFGRID3
* xyz -1 1
C -1.19041 -0.71448 0.09075
N -1.50631 0.79872 0.40506
C -2.30613 0.99702 1.67214
O -1.39297 1.00326 2.70710
C 0.30933 -0.94722 0.02794
C 0.73246 -1.45252 1.32228
S 0.07251 -3.04320 1.82342
H -1.62496 -1.36477 0.90058
H -1.70631 -0.89966 -0.79566
H -0.68567 1.43317 0.38939
H -2.83596 1.94027 1.69373
H -2.91411 0.03507 1.97128
H 0.85614 -0.02307 -0.25414
H 0.58821 -1.48503 -0.94924
H 0.41638 -0.77908 2.08834
H 1.75224 -1.40806 1.44864
H 0.63022 -3.79100 0.88192
H 1.25232 1.42756 1.02085
H 2.65379 2.49516 0.10036
O 1.97652 1.72959 -0.18704
H 1.33486 2.48637 2.11628
H -0.38301 1.13527 2.58321
O 0.98499 1.59666 2.06362
H 2.81465 -0.25064 -2.25707
H 3.13794 0.48946 -0.98935
O 3.32348 -0.47652 -1.43389
H -1.01095 -1.96517 -2.56762
H -0.56672 -0.38828 -2.79314
O -1.35915 -1.06058 -2.74390
H 0.81010 1.23630 -3.03736
H -0.36923 1.11095 -3.85422
O 0.43836 0.69459 -3.64245
H -1.56133 1.88323 -1.76507
H -0.55198 3.22490 -1.83527
O -1.21174 2.67054 -2.36158
*
```

Calculated values
ΔE to the lowest compared entry with this formula, charge and spin = 264.12 kJ/mol
frontier orbital gap = 8.197 eV



The following is a DFT calculation (ωB97M-V with the def2-TZVPD basis set) of 7 unconnected molecules or ions with the total composition C4H22O6.

Geometry as ORCA input:
```
! RIJCOSX wB97M-V def2-TZVPD def2/J DEFGRID3
* xyz 1 2
C 2.96191 -0.22815 -2.42313
C 1.85412 -1.36504 -2.02872
C 1.63234 -1.01299 -0.59842
C 0.37635 -1.96168 -0.14947
H 3.90294 -0.65615 -2.08200
H 2.87631 0.77719 -1.99548
H 2.80148 -0.08089 -3.49612
H 2.34655 -2.30976 -2.15926
H 1.01665 -1.20064 -2.70986
H 1.27602 0.01831 -0.49974
H 2.49984 -1.34941 -0.05344
H -0.13426 -2.21307 -1.07718
H -0.29348 -1.43257 0.51748
H 0.85478 -2.92417 0.04952
H -0.05732 1.82876 1.31629
H -0.96524 0.63380 0.73820
O -0.17114 1.16155 0.59917
H -2.18063 -0.21238 -2.25224
H -2.32901 -1.82742 -2.47056
O -1.93099 -1.10609 -1.98030
H -1.64889 1.99338 -1.19570
H -2.70062 0.98787 -0.69052
O -2.53261 1.64677 -1.38203
H 0.44054 -0.60804 3.14154
H 1.77088 0.18474 3.33787
O 0.94653 -0.06935 3.75828
H 0.15352 2.53958 3.18342
H 1.59057 2.36697 3.18168
O 0.91422 2.79179 2.63608
H -3.62928 -0.15794 0.80379
H -2.73012 -1.05901 -0.17063
O -2.76885 -0.56528 0.66373
*
```

Calculated values
frontier orbital gap (alpha / beta) = 11.692 / 5.288 eV



The following is a DFT calculation (ωB97M-V with the def2-TZVPD basis set) of 7 unconnected molecules or ions with the total composition C4H23N2O7.

Geometry as ORCA input:
```
! RIJCOSX wB97M-V def2-TZVPD def2/J DEFGRID3
* xyz 1 1
N -0.88792 -1.19234 2.06969
C -1.35723 -0.79423 0.58639
C -0.36143 -0.41229 -0.38053
N -0.70316 0.12551 -1.60956
C -1.76757 1.12340 -1.72079
C -3.17106 0.94909 -1.23077
O 0.66795 -1.07750 -0.44179
H -1.57684 -1.31894 2.71447
H -0.13351 -0.47628 2.25624
H -0.42758 -2.07005 1.86992
H -1.90245 -1.81103 0.24250
H -2.12387 -0.00406 0.73141
H 0.10819 0.21247 -2.18929
H -1.41505 2.22425 -1.54904
H -1.96119 1.34458 -2.88490
H -3.35576 0.89763 -0.14948
H -3.49113 -0.10471 -1.56184
H -3.75069 1.64008 -1.74531
H 1.17200 -2.78020 -2.12753
H 1.90173 -2.93283 -0.83782
O 1.19212 -3.38711 -1.39664
H 2.49086 2.13163 -2.39244
H 3.17081 0.97534 -1.75274
O 2.40597 1.48671 -1.64033
H 2.15882 0.55951 2.41003
H 1.05532 1.45269 3.25774
O 1.45617 0.58807 3.01358
H 2.22870 2.71903 -0.06017
H 1.19978 3.46568 -0.81134
O 1.70651 3.45649 0.15220
H 0.39704 -4.09213 0.79017
H -0.29248 -3.51362 -0.30046
O -0.25245 -3.45374 0.75854
H 0.47895 2.82545 1.18729
H -0.77590 2.84082 1.71960
O -0.18558 2.14792 1.35898
*
```

Calculated values
ΔE to the lowest compared entry with this formula, charge and spin = 504.60 kJ/mol
frontier orbital gap = 10.110 eV